# C27H45Cl2N2OPSm

C27H45Cl2N2OPSm as an isolated structure at a distorted geometry (ωB97M-V/def2-TZVPD, OMol25).

Geometry (Å):
P -0.92412 0.26384 0.36848
C -2.07949 -0.71093 -0.82992
C -3.52665 -0.25194 -1.05600
C -4.30678 -1.26029 -1.90146
C -3.60284 -1.64733 -3.20822
C -2.11497 -1.95244 -3.01979
C -1.39722 -0.88247 -2.19145
C -0.73890 1.94150 -0.52220
C -1.97775 2.49498 -1.22989
C -1.74158 3.92670 -1.70508
C -0.48924 4.06312 -2.57551
C 0.73730 3.35518 -1.98394
C 0.45200 1.93242 -1.49187
C -2.23043 0.78131 1.60091
C -2.84264 -0.44992 2.29535
C -3.93907 -0.04754 3.29011
C -3.49892 1.03256 4.27847
C -2.86216 2.23538 3.58476
C -1.75735 1.86765 2.58277
H -2.09449 -1.69351 -0.32856
H -3.52610 0.69712 -1.60175
H -4.06953 -0.07208 -0.11852
H -5.30051 -0.84967 -2.11638
H -4.47960 -2.15966 -1.30282
H -4.10727 -2.51829 -3.64351
H -3.71011 -0.82518 -3.92803
H -1.99963 -2.92111 -2.51870
H -1.62127 -2.05161 -3.99125
H -0.34849 -1.17300 -2.05808
H -1.42977 0.07160 -2.73930
H -0.48612 2.61508 0.31387
H -1.65453 4.57669 -0.82892
H -2.87485 2.47616 -0.59371
H -2.18330 1.87932 -2.11471
H -2.62662 4.27264 -2.25104
H -0.26942 5.12764 -2.72123
H -0.69940 3.64624 -3.56957
H 1.54418 3.33225 -2.72225
H 1.11099 3.94880 -1.14132
H 1.34592 1.52382 -0.99539
H 0.22616 1.28451 -2.35115
H -3.02699 1.25472 1.00536
H -3.26772 -1.15112 1.55717
H -2.04961 -1.00111 2.82137
H -4.81366 0.30780 2.73046
H -4.26492 -0.93750 3.83412
H -2.78052 0.60290 4.98709
H -4.35974 1.36450 4.86755
H -2.44744 2.91891 4.32997
H -3.64031 2.79635 3.05279
H -1.47046 2.78114 2.03462
H -0.85267 1.52749 3.10563
Sm 1.78009 -1.06220 1.27221
Cl 1.94970 1.31239 2.22408
Cl 0.34495 -2.89063 0.05705
C 3.81241 -1.18310 0.11212
H 4.68438 -1.13435 0.80732
C 4.17238 -1.07327 -1.24466
C 5.51541 -0.88056 -1.71895
C 5.76376 -0.55915 -3.04510
C 4.70590 -0.45943 -3.97721
C 3.39824 -0.77427 -3.57751
C 3.13204 -1.12017 -2.26024
H 6.33110 -0.99141 -1.01230
H 6.78383 -0.39889 -3.38178
H 2.59800 -0.76958 -4.31692
H 2.13044 -1.46460 -1.96475
H 4.90979 -0.18227 -5.01321
C 4.84249 -2.40265 5.09023
N 4.69323 -3.29032 3.94777
C 3.94496 -3.13543 2.86006
N 4.09192 -4.11108 1.91479
O 3.11627 -2.17555 2.70048
H 4.33817 -1.44281 4.96199
H 5.91424 -2.22372 5.24182
H 4.44299 -2.90395 5.97819
H 5.20570 -4.16985 3.97139
H 3.71540 -4.00650 0.97708
H 4.75078 -4.85025 2.10671

Calculated values
**DFT total energy**: -85999.51314 eV
**2S+1**: 6
**Charge**: -1

Results of the Mulliken charge analysis, in e, for atoms 1 through 4:
1. P 1.017
2. C -0.025
3. C -0.103
4. C -1.074



# C30H52BrCdN3P2S

C30H52BrCdN3P2S as an isolated structure at a distorted geometry (ωB97M-V/def2-TZVPD, OMol25).

Geometry (Å):
N -5.97933 -1.91468 3.49731
C -5.40142 -0.89647 4.13821
C -5.21263 0.34956 3.53924
C -5.67375 0.55482 2.22088
C -6.30147 -0.54273 1.56342
C -6.44312 -1.74731 2.26084
C -5.39410 1.79276 1.54551
Cd -0.27608 2.54767 -2.67573
P 4.10617 0.22211 -1.91183
C -5.67108 1.98391 0.21277
C -4.68785 2.59334 -0.63873
C -4.54609 2.15300 -1.97641
C -3.27655 2.10410 -2.56035
C -2.20128 2.64908 -1.85820
C -2.36787 3.28348 -0.62333
C -3.64560 3.35676 -0.06775
Br 1.82949 2.38688 -3.93162
H -4.83398 2.54598 2.10708
H -6.54324 1.54110 -0.26817
H -4.69713 1.14788 4.08384
H -6.63331 -0.48809 0.52450
H -5.07915 -1.05043 5.16639
H -6.94221 -2.59447 1.79617
H -5.42232 1.73125 -2.48140
H -3.80675 3.87748 0.88463
H -3.14317 1.60182 -3.52092
H -1.52344 3.67440 -0.05642
P -0.58681 -1.31994 -1.09804
C 4.77729 1.91114 -1.53122
C 5.33300 2.82704 -2.61536
H 5.53241 1.74948 -0.74364
H 3.91902 2.41477 -1.05294
H 5.90872 3.61970 -2.12004
H 6.00154 2.31354 -3.31361
H 4.52769 3.31354 -3.17576
C 4.02317 -0.21688 -3.71365
C 4.89383 0.49267 -4.73751
H 2.96662 -0.02602 -3.97128
H 4.19676 -1.30819 -3.74517
H 4.57985 0.14319 -5.72842
H 4.76442 1.57929 -4.73341
H 5.95657 0.24446 -4.62712
C 5.47184 -0.90495 -1.37332
C 6.88518 -0.56350 -1.82693
H 5.19696 -1.90586 -1.74726
H 5.41997 -0.92428 -0.27138
H 7.56208 -1.31272 -1.39763
H 7.00169 -0.59536 -2.91894
H 7.21116 0.42524 -1.47899
C 0.21714 -2.66531 -0.11275
C 1.58847 -3.08756 -0.62713
H -0.46833 -3.52398 -0.10585
H 0.29637 -2.28675 0.91584
H 2.01184 -3.84056 0.04896
H 1.53475 -3.52799 -1.62991
H 2.29594 -2.25052 -0.66189
C -0.75340 -2.27088 -2.69878
C -1.67016 -1.60562 -3.73106
H -1.12429 -3.27216 -2.42841
H 0.26275 -2.37948 -3.11244
H -1.65654 -2.19986 -4.65590
H -2.71110 -1.55369 -3.38077
H -1.33443 -0.58730 -3.98095
C -2.36118 -1.48376 -0.53085
C -2.55756 -1.98367 0.88972
H -2.87694 -2.14061 -1.24933
H -2.78438 -0.47114 -0.63886
H -3.61598 -1.89881 1.16307
H -2.25167 -3.03021 1.01434
H -1.98424 -1.36965 1.59600
C -1.55727 0.06483 4.22928
N -0.11863 -0.07189 4.04820
C 0.52702 -1.09588 4.88101
C 0.45595 0.30583 2.87059
S -0.44743 0.74445 1.49836
N 1.83090 0.29924 2.85988
C 2.54241 0.83216 4.03108
C 2.48594 0.54824 1.58008
H -1.77195 0.04491 5.30457
H -2.11147 -0.74587 3.73865
H -1.87212 1.01798 3.79859
H 1.35189 -1.58108 4.34506
H 0.91941 -0.63581 5.79837
H -0.22108 -1.84771 5.15528
H 3.22703 0.07136 4.41965
H 3.13550 1.70289 3.73546
H 1.84597 1.13375 4.81562
H 2.07380 -0.13346 0.82513
H 2.30949 1.57971 1.23594
H 3.56188 0.37628 1.69784

Calculated values
**Energy above the lowest of the compared OMol25 structures with the same formula, charge and spin**: 91.4 kcal per mole
**Charge**: +2

Results of the Mulliken charge analysis, in e, for atoms 1 through 4:
1. N -0.483
2. C -0.496
3. C -0.281
4. C 0.821



- Look up the charge of the second one.
  +2



- charge of number 1 (C27H45Cl2N2OPSm)?
  -1